Density functional theory data (ωB97M-V with the def2-TZVPD basis set) for a molecular structure, C49H49N2O3P2RbSi.

Computed properties:
Molecular weight: 889.444 u
Charge: -2
Kohn-Sham gap: 4.95 eV

```
107
Properties=species:S:1:pos:R:3:forces:R:3:lowdin_charge:R:1
Rb 14.770396 11.454623 7.151519 -0.3404 0.0805 0.4247 0.606
C 15.426278 15.171755 5.565573 0.6374 0.7573 -0.5205 -0.285
Si 15.794399 15.097962 7.477087 0.0460 -0.4345 0.3616 0.580
C 14.834795 16.691810 8.128658 0.6094 1.0519 -0.2570 -0.290
C 15.443237 17.953334 8.421311 -1.4289 -0.1063 0.2855 -0.073
C 14.674684 19.030008 8.948530 1.4392 -0.8295 -0.8612 -0.101
C 13.313947 18.898470 9.118904 0.9192 0.1394 0.5020 -0.129
C 12.738551 17.670106 8.923010 -0.1889 -0.0418 -0.2005 -0.140
C 13.454054 16.597885 8.409177 0.3189 -0.2140 0.4304 -0.411
P 12.710271 14.934675 8.338414 -0.6347 -0.0914 -0.6254 1.069
C 12.556876 14.465699 10.107679 -0.5818 -1.0850 -1.4082 -0.371
C 12.621441 15.330113 11.154770 0.8934 1.0172 2.0681 -0.094
C 12.584962 14.839744 12.471657 -0.4080 -0.5629 0.2162 -0.101
C 12.372744 13.487053 12.730844 -0.0577 0.2012 -1.1283 -0.091
C 12.150184 12.618963 11.630840 0.6901 0.3410 0.9166 -0.044
C 12.267284 13.097885 10.328025 0.3367 0.5825 1.5499 -0.079
C 10.925768 15.373382 7.957659 0.4492 -0.4814 0.4006 -0.368
C 9.899049 15.066597 8.849452 0.7677 0.1330 -0.1197 -0.115
C 8.599557 15.287235 8.526843 -2.1515 -0.2303 1.0427 -0.120
C 8.190774 15.835327 7.326148 0.2216 0.0903 -0.4818 -0.113
C 9.185393 16.083825 6.391002 0.9345 -0.7619 0.7305 -0.094
C 10.542793 15.810847 6.701269 -0.4711 1.1283 -0.9496 -0.096
C 17.651487 15.719267 7.572756 -0.1186 0.4830 -0.7984 -0.337
C 18.072091 16.853931 6.868406 -0.4558 0.8246 -0.7434 -0.158
C 19.288301 17.481872 7.097279 0.8064 -0.3881 0.9517 -0.103
C 20.160609 16.908533 8.058375 -1.0279 -0.0808 -0.6961 -0.094
C 19.846938 15.670373 8.614019 0.8877 0.7027 0.3264 -0.105
C 18.623873 15.092231 8.361717 -1.4563 -0.8699 0.6087 -0.384
P 18.146172 13.385124 8.949361 0.1617 -0.8477 -0.0311 1.061
C 17.382286 13.434818 10.634962 -1.2313 0.3606 0.3676 -0.382
C 16.762986 12.263100 11.187148 -0.0719 0.1723 -0.2822 -0.063
C 16.042578 12.328465 12.380865 0.5303 0.7221 0.2848 -0.073
C 15.991793 13.535328 13.130847 -0.1401 -0.6153 -0.4865 -0.116
C 16.502144 14.691341 12.591828 1.0030 -1.8343 -2.6035 -0.084
C 17.150911 14.633773 11.300702 -1.0181 -0.6240 1.9038 -0.080
C 19.833901 12.871031 9.475001 1.1828 0.0304 -0.4160 -0.365
C 20.270985 12.953949 10.811169 0.5023 -0.3600 -1.4979 -0.094
C 21.603370 12.792882 11.121035 0.5218 0.1539 -0.1716 -0.098
C 22.556647 12.624350 10.107166 0.9162 -0.5285 1.3450 -0.131
C 22.156952 12.408669 8.824522 -1.2507 0.2339 -2.2561 -0.118
C 20.801520 12.553807 8.471785 -0.6385 0.0210 1.6825 -0.084
H 15.962581 16.021338 5.060435 -0.4455 -0.4886 0.3666 0.004
H 14.353697 15.335908 5.391392 0.1508 -0.2148 -0.0100 -0.005
H 15.769138 14.269323 5.018297 -0.3100 0.2648 0.3905 0.003
H 16.500293 18.074394 8.230494 0.0019 0.1257 0.1772 0.065
H 15.174325 19.958208 9.221055 -0.0513 -0.0573 -0.1531 0.087
H 12.786175 19.712727 9.563041 -0.5636 0.3861 0.1504 0.083
H 11.732004 17.568871 9.268479 -0.6840 -0.3449 -0.2179 0.097
H 12.873740 16.399908 11.082713 -0.2731 -0.6186 -0.4833 0.106
H 12.710857 15.490433 13.336104 0.1104 0.1553 -0.3305 0.093
H 12.449201 13.130330 13.757959 -0.2405 -0.1108 -0.2847 0.094
H 12.041701 11.555566 11.837086 -0.1782 0.1002 -0.3284 0.093
H 12.202682 12.369428 9.553647 -0.0250 -0.2146 -0.7576 0.072
H 10.092389 14.655348 9.816406 0.3272 -0.2071 0.3873 0.095
H 7.849957 14.980768 9.284439 0.3472 0.3627 -0.5567 0.111
H 7.140621 16.047654 7.107613 0.3473 -0.1942 0.0785 0.094
H 8.921510 16.366685 5.400298 -0.0760 0.4889 -0.6419 0.079
H 11.293756 16.079219 5.933835 -0.3472 -0.4094 0.5066 0.111
H 17.395086 17.347419 6.126344 0.4364 -0.5626 0.7242 0.102
H 19.550195 18.418998 6.593823 -0.1053 -0.3311 0.1800 0.089
H 21.033036 17.411819 8.415524 0.5913 0.2954 -0.1765 0.077
H 20.571482 15.194292 9.286587 -0.3627 0.2198 -0.2717 0.101
H 16.758582 11.314984 10.620884 0.1938 0.5388 0.2743 0.083
H 15.500596 11.464476 12.770407 0.2900 0.0867 -0.2659 0.099
H 15.478067 13.565021 14.085205 -0.0674 -0.0825 -0.0297 0.088
H 16.383440 15.631248 13.022169 -0.2267 1.4071 0.8839 0.068
H 17.333404 15.586692 10.877030 0.7086 0.6793 -0.6595 0.083
H 19.592663 13.181377 11.585118 -0.7561 0.1178 0.7164 0.081
H 21.878414 12.826051 12.168284 0.2884 0.1350 -0.0457 0.092
H 23.632825 12.565148 10.329447 -0.5567 -0.0027 0.1390 0.094
H 22.832875 12.182039 7.981274 -0.0432 0.1678 0.7856 0.102
H 20.458299 12.424080 7.454145 0.0962 -0.0048 -0.0738 0.102
C 9.551336 9.059975 11.938236 -1.6333 0.7259 -0.8175 -0.084
C 10.784307 9.234205 11.133947 -0.6393 -0.1390 -1.6281 -0.337
C 11.954867 8.716769 11.592308 1.1776 0.1410 0.9952 -0.102
C 13.095183 8.744200 10.806727 1.0080 0.1792 -0.7491 -0.279
C 14.431137 8.238448 11.375740 -1.1900 -0.4525 -2.7723 -0.033
C 12.989362 9.184923 9.515169 0.6731 -0.0648 -0.5108 -0.018
C 11.771392 9.661219 8.910783 0.0621 0.6191 -1.0066 -0.334
C 10.672831 9.723636 9.802408 -0.2201 -0.7457 1.2910 -0.029
N 11.813944 10.023288 7.600980 1.1374 0.2015 0.7806 0.010
C 10.718291 10.649314 6.923246 -0.4795 -0.9936 -1.1219 -0.657
C 10.361436 12.077579 7.357786 0.7570 -0.2396 0.6854 -0.062
C 9.476928 9.691206 6.810571 -0.2869 0.3495 0.6765 -0.054
C 11.129047 10.864212 5.448953 0.3081 -0.3474 0.0470 -0.095
H 8.794771 9.828640 11.672663 0.3449 -0.2562 0.0154 0.076
H 9.719044 9.193213 12.979105 0.2392 -0.2351 1.0673 0.051
H 9.048042 8.102243 11.729274 0.3219 0.0883 0.2484 0.079
H 12.178132 8.387341 12.589843 -0.7990 -0.1874 0.7031 0.094
H 14.488343 7.171103 11.153786 0.2075 -0.1088 0.0996 0.080
H 14.490819 8.372597 12.386436 -0.1095 0.2671 2.8897 0.026
H 15.297080 8.713894 10.958154 0.2892 0.2808 -0.5920 0.046
H 13.898767 9.135168 8.911519 -0.2929 0.1472 -0.0676 0.081
H 9.660352 9.932259 9.479643 0.1377 0.4173 -0.1111 0.083
H 10.382130 12.142454 8.441310 -0.4123 0.1019 0.2470 0.055
H 9.386206 12.362195 6.969891 -0.0154 0.3523 -0.0263 0.077
H 11.170480 12.759459 7.010867 -0.7139 -0.3018 0.1125 0.060
H 8.606057 10.341351 6.640761 -0.1933 -0.3920 0.1011 0.060
H 9.326999 9.075144 7.733101 0.0629 0.5237 -0.9030 0.064
H 9.558740 9.030057 5.934121 0.1678 0.0789 0.3718 0.062
H 11.907133 11.619842 5.423315 0.3422 0.1113 -0.1515 0.049
H 10.293824 11.251555 4.857927 -0.0634 -0.0880 -0.0165 0.076
H 11.516473 9.938730 5.005070 -0.1327 0.1153 0.0721 0.075
O 18.475804 9.440362 8.476461 -0.6908 0.5906 0.4441 -0.031
N 17.276354 9.675606 8.263847 -0.5050 -1.4649 0.4229 -0.610
O 16.843998 9.677062 7.093623 0.1974 0.3863 -0.5921 -0.207
O 16.405394 9.774433 9.197412 1.2630 0.4132 -0.5421 -0.148
```
Forces are in eV/Å.

***

Density functional theory data (ωB97M-V with the def2-TZVPD basis set) for a molecular structure, C49H49NO3PRuSSb.

Computed properties:
Expectation value of S²: 6.06
Molecular weight: 985.806 u
Charge: 0
2S+1: 5
Kohn-Sham gap (alpha / beta): 7.38 / 7.58 eV

```
106
Properties=species:S:1:pos:R:3:forces:R:3:lowdin_spin:R:1
Ru -0.352850 0.327469 0.362834 0.0111 -0.0768 0.0565 2.162
O 2.724603 -0.022931 -2.575391 0.0066 -0.0078 0.0099 0.008
S 1.954325 0.566010 -1.518275 0.0153 0.0117 -0.0071 0.008
O 2.270753 0.164035 -0.154629 -0.0071 -0.0054 0.0077 0.058
O 0.479604 0.434625 -1.739264 -0.0263 0.0232 0.0019 0.053
C 2.253534 2.322467 -1.563832 -0.0139 0.0022 0.0116 0.000
C 3.275487 2.781828 -2.381860 0.0113 -0.0077 -0.0060 0.000
C 3.570315 4.134807 -2.430817 0.0063 -0.0112 -0.0108 0.000
C 2.835271 5.030838 -1.669873 -0.0081 0.0125 0.0087 0.000
C 1.807418 4.569912 -0.863812 0.0073 0.0005 0.0106 -0.001
C 1.508226 3.211029 -0.787334 0.0086 0.0171 -0.0057 -0.002
P 0.062496 2.709335 0.226239 0.0199 0.0443 0.0124 0.023
C -1.220061 3.670978 -0.645660 0.0016 -0.0027 -0.0166 0.001
C -1.673681 3.125018 -1.847858 -0.0047 0.0189 0.0085 0.001
C -2.573552 3.822377 -2.637262 0.0127 0.0031 -0.0057 0.000
C -3.036250 5.065132 -2.228231 -0.0076 0.0019 -0.0009 0.000
C -2.590512 5.611651 -1.033810 -0.0015 -0.0014 0.0075 0.000
C -1.678553 4.921771 -0.245666 0.0067 -0.0031 -0.0018 0.000
C 0.326159 3.525079 1.826941 0.0189 0.0228 -0.0154 0.006
C -0.763642 3.722121 2.674524 0.0025 0.0020 0.0003 0.001
C -0.576984 4.203441 3.960150 -0.0018 -0.0044 -0.0023 0.000
C 0.704320 4.474574 4.420824 -0.0016 -0.0011 0.0019 0.001
C 1.794758 4.259266 3.592217 0.0023 0.0005 0.0061 0.000
C 1.609104 3.785017 2.301024 -0.0129 0.0005 -0.0011 0.001
H 3.824381 2.063834 -2.975118 -0.0001 0.0004 0.0026 0.000
H 4.369202 4.488795 -3.069086 0.0009 -0.0008 -0.0011 0.000
H 3.053674 6.090028 -1.709292 -0.0001 0.0006 0.0005 0.000
H 1.224587 5.278712 -0.287256 -0.0001 -0.0043 0.0022 0.000
H -1.298631 2.159337 -2.171973 0.0045 -0.0007 -0.0019 0.001
H -2.923305 3.389836 -3.565919 -0.0040 -0.0022 0.0008 0.000
H -3.749609 5.604100 -2.838173 -0.0004 0.0005 -0.0020 0.000
H -2.947416 6.582804 -0.714436 0.0002 -0.0020 0.0012 0.000
H -1.323469 5.365012 0.676249 -0.0067 0.0003 0.0054 0.000
H -1.766304 3.492731 2.332851 -0.0124 -0.0067 -0.0099 0.000
H -1.431892 4.356086 4.606109 -0.0003 -0.0001 -0.0010 0.000
H 0.851775 4.843774 5.427332 0.0002 0.0009 0.0000 0.000
H 2.796970 4.454948 3.950589 -0.0003 0.0001 -0.0003 0.000
H 2.468454 3.606668 1.667434 0.0035 0.0009 -0.0064 0.000
C -2.134839 -0.636220 -3.338747 0.0024 -0.0077 -0.0004 0.003
C -2.979178 -1.745628 -2.773816 -0.0108 0.0003 0.0038 0.000
C -3.154302 -2.919491 -3.500930 -0.0058 -0.0003 0.0073 0.001
C -3.884855 -3.981643 -2.989716 0.0081 -0.0036 -0.0047 0.000
C -4.456409 -3.885012 -1.732080 -0.0113 0.0037 0.0099 0.001
C -4.290819 -2.721876 -0.993913 -0.0114 0.0102 -0.0108 0.003
C -3.568577 -1.648940 -1.506665 0.0292 0.0056 -0.0192 0.012
Sb -3.199313 0.067488 -0.295083 -0.0086 -0.0021 -0.0325 0.081
C -4.217265 -0.560982 1.475944 -0.0013 0.0031 0.0011 0.007
C -3.373528 -0.842837 2.549185 0.0107 0.0065 0.0082 0.002
C -3.873221 -1.269341 3.771511 0.0011 -0.0019 -0.0040 0.000
C -5.241465 -1.413018 3.927038 -0.0029 -0.0012 0.0047 0.000
C -6.088649 -1.137900 2.863582 -0.0020 0.0097 0.0043 0.001
C -5.604779 -0.711665 1.628087 0.0134 0.0022 0.0089 0.002
C -6.592218 -0.437948 0.523849 0.0140 -0.0123 0.0038 0.001
C -4.613857 1.447249 -1.119827 -0.0082 -0.0234 -0.0042 0.031
C -5.172220 1.217872 -2.372627 -0.0114 0.0008 0.0012 0.006
C -6.052049 2.132377 -2.935264 0.0034 0.0011 -0.0057 0.001
C -6.384395 3.282032 -2.234497 0.0005 0.0046 -0.0005 0.003
C -5.834517 3.510532 -0.982014 0.0005 -0.0010 0.0101 0.000
C -4.943530 2.607349 -0.411045 -0.0016 -0.0150 0.0147 0.004
C -4.387821 2.867246 0.963107 -0.0052 -0.0026 -0.0056 0.001
H -1.938099 -0.795156 -4.398782 -0.0007 -0.0017 0.0010 0.000
H -1.171161 -0.578469 -2.827857 -0.0094 0.0047 -0.0075 0.000
H -2.621883 0.338786 -3.238151 -0.0058 0.0020 0.0019 0.001
H -2.697915 -3.002989 -4.480424 -0.0008 0.0006 -0.0006 0.000
H -3.998877 -4.886801 -3.572711 -0.0013 0.0003 -0.0008 0.000
H -5.019935 -4.711994 -1.319059 0.0012 -0.0004 -0.0011 0.000
H -4.718935 -2.663130 -0.000274 -0.0039 0.0062 0.0040 0.000
H -2.302097 -0.738075 2.427394 -0.0198 -0.0094 -0.0109 0.002
H -3.195442 -1.488621 4.586947 0.0000 -0.0003 -0.0002 0.000
H -5.653685 -1.745408 4.871366 0.0003 -0.0004 0.0009 0.000
H -7.158342 -1.261945 2.988630 0.0005 -0.0010 0.0003 0.000
H -7.546444 -0.915952 0.744881 0.0014 0.0016 -0.0018 0.000
H -6.240016 -0.810155 -0.438096 0.0042 -0.0037 -0.0096 0.000
H -6.771559 0.632448 0.405148 -0.0021 0.0072 0.0001 0.000
H -4.938780 0.305774 -2.911639 0.0046 0.0013 0.0001 0.001
H -6.481520 1.941434 -3.910630 -0.0004 0.0006 -0.0002 0.000
H -7.073650 4.000170 -2.660724 -0.0010 -0.0007 -0.0006 0.000
H -6.095367 4.410191 -0.435632 0.0010 0.0001 -0.0013 0.000
H -4.508195 3.913280 1.244986 -0.0003 -0.0009 -0.0006 0.000
H -3.320851 2.632133 1.001549 0.0114 0.0064 0.0067 0.001
H -4.883876 2.246888 1.714571 -0.0019 0.0023 0.0000 0.000
C 0.272421 -0.759119 4.639655 -0.0022 0.0057 0.0010 0.002
C 0.323683 -0.987597 3.128313 0.0096 -0.0051 0.0041 0.012
C 1.665862 -1.588294 2.723008 -0.0037 0.0033 -0.0004 0.004
C 0.073312 0.325313 2.394205 0.0113 0.0326 -0.0633 0.073
H 0.451991 -1.687138 5.187617 0.0001 -0.0007 -0.0003 0.001
H -0.697765 -0.361178 4.949133 0.0005 -0.0017 0.0002 0.000
H 1.037003 -0.037653 4.942034 0.0011 -0.0013 0.0003 0.000
H -0.460858 -1.704804 2.864197 -0.0042 -0.0006 0.0054 0.002
H 2.478875 -0.909644 2.997329 0.0015 -0.0012 -0.0015 0.000
H 1.724246 -1.745245 1.646390 0.0032 0.0005 -0.0002 0.002
H 1.837499 -2.542199 3.226656 -0.0034 -0.0016 -0.0001 0.000
H 0.939783 0.981863 2.538466 -0.0035 -0.0033 0.0046 0.012
H -0.789324 0.861854 2.822736 0.0000 -0.0057 0.0108 0.028
N -0.559660 -1.542018 0.302266 -0.0374 -0.0279 0.0099 0.899
C -0.483536 -2.781622 -0.182267 0.0026 -0.0055 -0.0040 0.092
C -1.270486 -3.820457 0.371199 0.0130 -0.0058 -0.0009 0.127
C -1.206683 -5.093055 -0.154426 -0.0015 0.0036 0.0053 -0.009
C -0.362285 -5.373150 -1.226594 -0.0003 0.0003 0.0004 0.130
C 0.424304 -4.362358 -1.775291 0.0013 0.0024 0.0000 -0.008
C 0.372660 -3.079388 -1.272527 0.0052 -0.0118 -0.0052 0.132
H -1.927389 -3.585248 1.199953 0.0010 0.0006 0.0005 0.006
H -1.819700 -5.878552 0.269483 0.0000 -0.0004 -0.0009 -0.003
H -0.316915 -6.375427 -1.631956 0.0006 0.0004 -0.0005 0.008
H 1.083161 -4.581130 -2.606083 -0.0008 -0.0010 0.0008 -0.003
H 0.977933 -2.286925 -1.693062 -0.0042 0.0060 0.0035 0.005
```
Forces are in eV/Å.

***

Max |F| values, unit eV/Å, following the record order: 3.339; 0.096.